The following is a quantum chemistry calculation of a structure of composition C13H15NSnTe, from the Open Molecules 2025 dataset.

For the total energy, the calculation gives -28333.66318 eV. Its net charge is -2. Its LUMO energy (spin up / spin down) is 5.0 / 5.0 eV. Its HOMO energy (spin up / spin down) is 0.0962 / 0.0962 Eh. The spin multiplicity is 1. The calculation puts the orbital gap (spin up / spin down) at 2.3575 / 2.3571 eV. The value obtained for the largest force on an atom is 0.0696 Eh/bohr.

The geometry in XYZ format:
```
31
C13H15NSnTe the ωB97M-V functional and the def2-TZVPD basis
C -0.58027 1.09525 -1.93137
C 0.59257 1.47895 -2.62925
C 1.28604 2.45879 -1.82075
C 0.49963 2.64600 -0.60551
C -0.65371 1.81909 -0.71833
Sn 1.99878 0.66880 -0.38088
N -0.73625 -2.14192 0.84449
C -0.94750 -3.34246 0.23593
C 0.25207 -2.42328 -0.20857
H 2.09348 3.11280 -2.15719
H 0.89421 1.14542 -3.61712
H 0.66755 3.41607 0.15088
H -1.50806 1.81833 -0.03022
H -1.37116 0.45435 -2.32929
H 0.17292 -1.81783 -1.11700
H -1.84417 -3.43298 -0.37496
H -1.42374 -1.43184 0.54634
H 1.24379 -2.72220 0.09574
H -0.68384 -4.23531 0.78409
Te 2.51687 1.36222 2.29131
C 1.10168 0.39980 3.54334
C -0.15995 1.01240 3.65231
C -1.05774 0.56153 4.62780
C -0.71188 -0.51173 5.45857
C 0.53153 -1.14135 5.32668
C 1.44688 -0.69836 4.35772
H -0.38480 1.84846 2.98729
H -2.02305 1.05553 4.74030
H -1.40655 -0.83467 6.23544
H 0.78987 -1.97584 5.98175
H 2.42792 -1.15841 4.23117
```

=====

The following is a quantum chemistry calculation of a structure of composition C13H16Br30ClO3P, from the Open Molecules 2025 dataset.

Its energy above the lowest of the compared OMol25 structures with the same formula, charge and spin is 0.0 kcal/mol. For the total energy, the calculation gives -2142963.62230 eV. Its net charge is 0. Its LUMO energy is -0.3 eV. Its HOMO energy is -0.3031 Eh. The spin multiplicity is 1. The calculation puts the orbital gap at 7.9871 eV. The value obtained for the largest force on an atom is 0.0553 Eh/bohr.

The geometry in XYZ format:
```
64
C13H16Br30ClO3P the ωB97M-V functional and the def2-TZVPD basis
C 2.51742 -0.69590 -2.41207
P 1.89676 0.88460 -3.05781
C 3.29893 2.00505 -3.28559
O 0.77037 1.54983 -1.92837
C -0.52283 1.52799 -2.23873
O -1.34789 1.61519 -1.39259
O -0.81270 1.48359 -3.56208
Cl -1.73454 0.14248 -3.96474
H 3.53900 -0.68967 -2.08917
H 1.92072 -1.08445 -1.61658
H 2.43961 -1.37365 -3.22358
H 4.18873 1.75212 -2.74704
H 3.03611 3.00147 -3.03319
H 3.50429 1.98554 -4.32330
C 1.72105 2.57136 2.54818
Br 0.54807 3.31179 3.87334
Br 2.97765 3.88025 1.91422
Br 2.63898 1.01335 3.20927
H 1.11021 2.26667 1.71147
C -1.83458 -4.23631 -3.30786
Br -0.18353 -3.34224 -2.90935
Br -2.66265 -4.94936 -1.73566
Br -3.04357 -3.10979 -4.29138
H -1.59864 -5.06764 -3.95018
C -4.14168 -6.93038 -5.68046
Br -2.32584 -7.32300 -5.17509
Br -4.61251 -7.79301 -7.32827
Br -5.36894 -7.35638 -4.26980
H -4.20050 -5.86703 -5.84549
C -2.52457 -0.70219 1.80140
Br -2.91577 -2.05429 0.49567
Br -3.22723 -1.17573 3.52614
Br -0.65047 -0.29854 1.90428
H -3.02581 0.19955 1.49084
C 6.49723 3.57914 4.48864
Br 6.23708 2.42276 2.98135
Br 5.63775 2.88937 6.06474
Br 8.35760 3.94062 4.79868
H 6.02338 4.51798 4.25616
C 0.45868 1.95446 -7.22997
Br 0.89454 0.12550 -6.83678
Br -1.42484 2.27952 -7.08602
Br 1.45821 3.18100 -6.14439
H 0.74301 2.14021 -8.25163
C -6.09838 -0.64571 6.83655
Br -7.46247 -1.47660 5.77449
Br -4.44831 -1.62408 6.76759
Br -5.84801 1.20036 6.35300
H -6.44336 -0.65675 7.86177
C 4.50821 -0.64960 6.48613
Br 6.30706 -0.94699 7.08541
Br 4.16531 -1.53255 4.81572
Br 3.21914 -1.14042 7.82097
H 4.40088 0.40809 6.30906
C -8.36432 1.26409 9.42709
Br -8.00854 -0.60152 9.75463
Br -10.24090 1.64668 9.53277
Br -7.33640 2.38868 10.59193
H -8.04888 1.47591 8.41780
C 5.18748 1.73556 -8.07531
Br 3.59506 1.45397 -9.11281
Br 5.24236 3.49800 -7.31503
Br 5.39393 0.37828 -6.73118
H 6.02388 1.65276 -8.74779
```

=====

The following is a quantum chemistry calculation of a structure of composition C13H16BrCl3N7OSSiTl, from the Open Molecules 2025 dataset.

Its energy above the lowest of the compared OMol25 structures with the same formula, charge and spin is 30.5 kcal/mol. For the total energy, the calculation gives -157236.23142 eV. Its net charge is -2. Its LUMO energy (spin up / spin down) is 4.5 / 4.5 eV. Its HOMO energy (spin up / spin down) is 0.0485 / 0.0060 Eh. The spin multiplicity is 1. The calculation puts the orbital gap (spin up / spin down) at 3.1658 / 4.2974 eV. The value obtained for the largest force on an atom is 0.0140 Eh/bohr.

The geometry in XYZ format:
```
44
C13H16BrCl3N7OSSiTl the ωB97M-V functional and the def2-TZVPD basis
Tl 1.11762 0.29549 -0.11997
N -0.43549 -3.38650 -1.81440
C -1.39612 -2.57398 -2.36146
C -1.10642 -1.30451 -1.96513
N 0.02575 -1.34571 -1.18737
C 0.39753 -2.61399 -1.11572
C 1.55280 -3.02105 -0.34946
N 2.25064 -2.12545 0.30322
C 3.26243 -2.81552 0.90978
C 3.14812 -4.14530 0.61173
N 2.04736 -4.26241 -0.19640
H -0.35980 -4.42796 -1.90293
H -2.19506 -2.95641 -2.96947
H -1.61791 -0.37875 -2.15936
H 4.01793 -2.31774 1.49362
H 3.74858 -4.99395 0.88524
H 1.64738 -5.11036 -0.62038
C -4.75688 2.22656 0.74123
C -3.53277 2.22858 -0.14321
C -3.54438 2.95057 -1.34016
C -2.35331 2.87824 -2.16726
C -1.31924 2.14315 -1.67778
Br 0.29826 1.99287 -2.73569
N -1.24532 1.46078 -0.54001
C -2.42069 1.50844 0.23418
H -5.55071 2.83234 0.30077
H -4.53619 2.63109 1.73266
H -5.14269 1.21412 0.88304
H -4.41323 3.51751 -1.64779
H -2.26916 3.38338 -3.11791
H -2.41304 0.89741 1.13102
O 1.86728 1.82570 0.78703
N -0.25779 1.97827 2.88030
C 0.50524 0.90954 3.11026
N 1.78373 1.16008 3.50853
S -0.07841 -0.64420 2.86261
H 0.07922 2.90829 3.04877
H -1.17190 1.83900 2.48522
H 2.18591 1.88521 2.91674
H 2.34962 0.33177 3.39428
Cl 5.33902 1.46654 0.75536
Si 4.15808 0.69474 -0.90529
Cl 4.71601 2.15711 -2.43192
Cl 5.61800 -0.89299 -1.50655
```

=====

The following is a quantum chemistry calculation of a structure of composition C13H16ClIN2Ni, from the Open Molecules 2025 dataset.

Its energy above the lowest of the compared OMol25 structures with the same formula, charge and spin is 36.9 kcal/mol. For the total energy, the calculation gives -78385.20734 eV. Its net charge is 0. Its LUMO energy (spin up / spin down) is -0.4 / -0.4 eV. Its HOMO energy (spin up / spin down) is -0.2639 / -0.2845 Eh. The spin multiplicity is 3. The calculation puts the orbital gap (spin up / spin down) at 6.7864 / 7.3656 eV. The value obtained for the largest force on an atom is 0.0941 Eh/bohr.

The geometry in XYZ format:
```
34
C13H16ClIN2Ni the ωB97M-V functional and the def2-TZVPD basis
C 2.12957 2.48574 1.51161
C 2.68617 1.25327 0.72053
H 2.20052 3.40686 0.94632
H 2.77768 2.58525 2.37819
H 1.14311 2.41375 1.98329
H 2.10787 0.71890 -0.06913
H 3.50629 1.65819 0.12842
H 3.09599 0.49643 1.38751
C -2.54075 1.29487 0.30337
C -3.73285 1.16468 -0.40853
C -3.81504 0.19745 -1.41246
C -2.70373 -0.59652 -1.65996
H -2.40392 2.06952 1.05745
H -4.55930 1.81689 -0.16993
H -4.71867 0.04675 -1.98498
H -2.69667 -1.36565 -2.42617
N -1.47459 0.51842 0.07643
C -1.53860 -0.42447 -0.89273
C -0.34555 -1.27629 -1.06287
N 0.78552 -0.89582 -0.43250
C 1.82888 -1.72999 -0.38463
C 0.69708 -3.33802 -1.75116
C 1.82866 -2.96395 -1.03005
H 2.69990 -1.39569 0.18309
H 2.70982 -3.59145 -0.95916
C -0.40407 -2.48861 -1.76747
H -1.32636 -2.73826 -2.26947
H 0.65277 -4.26730 -2.29440
Ni 0.72541 1.24529 0.73901
I 0.19695 2.89486 -0.98802
Cl -0.61484 1.25279 3.41568
C 0.28880 0.23292 2.34791
H 1.18629 -0.14894 2.85206
H -0.37234 -0.53187 1.93276
```